Entry 1:
Computed, not measured: an isolated molecule of C3H4ClNOS at a distorted geometry, with ωB97M-V/def2-TZVPD.

```
11
Properties=species:S:1:pos:R:3:forces:R:3
N 2.37370 0.70612 -0.13725 0.41 0.90 -0.34
C 1.14737 0.61698 0.10390 -0.29 0.37 0.17
C -2.32382 -0.57325 -0.18506 -1.49 -0.38 -0.83
O 2.91338 -0.52378 -0.31778 2.91 -0.80 -0.69
H 0.64705 1.55063 0.19908 -0.50 0.55 0.21
H 3.87129 -0.33640 -0.58949 -2.06 -0.46 0.65
C -1.35467 -0.07777 0.51285 2.24 0.52 0.56
S 0.25984 -0.84986 0.29952 -0.81 -0.20 0.32
Cl -3.91969 0.06897 -0.15882 -0.30 0.08 0.11
H -1.40093 0.81285 1.14491 -0.20 -0.44 -0.12
H -2.21352 -1.39449 -0.87185 0.08 -0.15 -0.03
```
Forces are in eV/Å.

Kohn-Sham gap in eV: 9.6
LUMO energy in hartree: 0.0289
SMILES: O/N=C\S/C=C/Cl
HOMO level in hartree: -0.3229

Entry 2:
Computed, not measured: an isolated molecule of C4H4N4 at a distorted geometry, with ωB97M-V/def2-TZVPD.

```
12
Properties=species:S:1:pos:R:3:forces:R:3
N 0.96241 -1.29230 0.70918 0.45 2.77 3.36
C -0.29467 0.09882 -0.63521 0.75 -0.48 1.42
C -0.67384 1.87870 0.41765 -3.47 2.05 -1.84
N 0.70046 -1.85945 -0.41780 -1.77 -0.48 -2.97
C -0.15164 -1.10396 -1.23736 1.69 -2.64 -2.47
N -0.09179 1.09198 1.28980 5.32 -1.13 5.71
N -0.94158 1.28433 -0.74029 -0.14 1.90 0.59
H 1.04554 -2.82421 -0.69057 -0.50 1.97 0.98
C 0.38488 -0.03206 0.63054 -1.09 -2.78 -3.00
H -0.27795 -1.51480 -2.28187 -0.28 0.80 1.47
H -1.15693 2.85093 0.80125 1.08 -1.55 -1.04
H 0.49513 1.42202 2.15468 -2.01 -0.44 -2.21
```
Forces are in eV/Å.

Kohn-Sham gap in eV: 9.4
LUMO energy in hartree: 0.0337
SMILES: c1nc2c[nH]nc2[nH]1
HOMO level in hartree: -0.3116